[1]
Formula: CH3Cl2FSi
Source: the Open Molecules 2025 dataset
Level of theory: ωB97M-V/def2-TZVPD

```
! RIJCOSX wB97M-V def2-TZVPD def2/J DEFGRID3
* xyz 0 1
Cl -2.542 0.928 0.599
Cl -1.406 -1.284 -1.393
Si -0.842 -0.119 0.171
F 1.129 1.564 -0.952
C 0.927 0.466 -0.102
H 1.394 -0.356 -0.473
H 1.480 0.812 0.761
H -0.140 -2.011 1.388
*
```

Results
Energy relative to the best compared isomer or geometry (same formula, charge and spin): 135.8 kcal per mole
Kohn-Sham gap: 8.87 eV
HOMO level: -9.51 eV

[2]
Formula: CH3Cl2NO
Source: the Open Molecules 2025 dataset
Level of theory: ωB97M-V/def2-TZVPD

```
! RIJCOSX wB97M-V def2-TZVPD def2/J DEFGRID3
* xyz 0 1
Cl -1.417 -1.619 0.040
Cl -1.418 1.338 0.067
O 0.385 -0.113 -1.201
N 0.679 -0.119 0.951
C -0.315 -0.103 0.001
H 0.629 0.712 1.647
H -0.104 0.068 -2.008
H 1.561 -0.164 0.504
*
```

Results
Energy relative to the best compared isomer or geometry (same formula, charge and spin): 16.6 kcal per mole
Kohn-Sham gap: 11.05 eV
SMILES string: NC(O)(Cl)Cl
HOMO level: -10.44 eV